Density functional theory data (ωB97M-V with the def2-TZVPD basis set) for a 16-piece molecular cluster, C34H103N3O16 overall in a non-equilibrium geometry.

Each line ends with the Mulliken charge.
Element x y z (Å)
O  13.746  -13.996  -1.009  -0.52
H  14.704  -13.949  -0.849  0.31
H  13.417  -13.108  -0.751  0.17
O  10.461  -14.241  -5.503  -0.71
H  10.459  -15.113  -5.063  0.40
H  11.145  -14.305  -6.191  0.24
C  19.216  -6.240  -1.393  -1.06
C  17.841  -5.812  -0.917  0.67
O  17.926  -4.965  0.233  -0.57
H  19.602  -7.080  -0.815  0.34
H  19.932  -5.423  -1.266  0.40
H  19.261  -6.446  -2.464  0.10
H  17.248  -6.678  -0.597  -0.28
H  17.212  -5.323  -1.658  0.12
H  18.360  -5.459  0.935  0.34
C  15.049  -8.673  -7.329  0.19
C  15.179  -9.619  -8.536  -0.68
O  16.533  -9.633  -8.970  -0.55
H  15.391  -7.672  -7.597  0.42
H  15.564  -9.034  -6.440  -0.15
H  13.998  -8.460  -7.090  -0.20
H  14.553  -9.239  -9.344  0.39
H  14.810  -10.624  -8.308  0.26
H  17.040  -10.134  -8.325  0.31
C  12.384  -16.460  -2.632  -0.49
C  10.927  -16.841  -2.749  -0.61
O  10.384  -16.681  -4.065  -0.49
H  13.060  -17.026  -3.281  0.28
H  12.729  -16.642  -1.614  0.41
H  12.565  -15.411  -2.870  -0.09
H  10.332  -16.260  -2.037  0.28
H  10.773  -17.880  -2.440  0.41
H  10.077  -17.539  -4.359  0.25
C  18.044  -12.822  -1.924  -0.56
C  17.177  -12.599  -0.708  0.54
O  16.500  -13.812  -0.332  -0.65
H  17.547  -13.223  -2.804  -0.02
H  18.824  -13.544  -1.665  0.48
H  18.499  -11.868  -2.202  -0.08
H  16.358  -11.899  -0.892  -0.44
H  17.775  -12.305  0.162  0.45
H  17.145  -14.451  -0.015  0.28
C  15.395  -5.697  -5.333  -0.83
C  15.088  -5.172  -3.924  0.49
O  13.716  -4.877  -3.761  -0.59
H  16.456  -5.909  -5.482  0.40
H  15.078  -4.917  -6.028  0.39
H  14.842  -6.615  -5.530  -0.15
H  15.618  -4.232  -3.773  0.50
H  15.407  -5.955  -3.223  -0.63
H  13.221  -5.671  -4.078  0.18
C  12.817  -12.050  1.567  -1.53
C  13.357  -11.007  0.624  0.41
O  13.048  -11.293  -0.761  -0.49
H  13.037  -13.080  1.288  0.37
H  11.724  -12.029  1.566  0.33
H  13.227  -11.891  2.565  0.37
H  14.456  -10.959  0.668  -0.15
H  13.049  -9.972  0.804  0.34
H  13.302  -10.471  -1.258  0.27
C  15.862  -15.472  -3.477  0.30
C  17.242  -16.079  -3.355  -0.57
O  17.161  -17.457  -3.709  -0.54
H  15.312  -15.588  -4.413  0.13
H  15.862  -14.395  -3.314  -0.24
H  15.284  -15.962  -2.693  0.05
H  17.530  -15.988  -2.300  0.21
H  18.020  -15.575  -3.939  0.38
H  18.048  -17.827  -3.703  0.30
C  12.167  -17.281  -7.125  -1.27
C  12.910  -16.010  -6.804  0.50
O  12.507  -14.854  -7.532  -0.51
H  11.083  -17.178  -7.026  0.27
H  12.400  -18.030  -6.364  0.33
H  12.409  -17.650  -8.124  0.42
H  13.995  -16.110  -6.951  0.33
H  12.792  -15.800  -5.736  -0.27
H  12.441  -15.080  -8.466  0.25
C  10.416  -11.091  -6.565  -1.64
C  10.970  -10.525  -5.282  0.18
O  12.109  -9.720  -5.521  0.01
H  11.172  -11.647  -7.120  0.21
H  9.941  -10.379  -7.245  0.37
H  9.608  -11.793  -6.335  0.46
H  11.277  -11.381  -4.665  0.29
H  10.206  -10.019  -4.687  0.12
H  12.946  -10.229  -5.456  0.19
C  19.894  -8.095  -5.081  -1.43
C  18.611  -8.790  -4.679  1.01
O  18.846  -10.165  -4.367  -0.53
H  20.280  -8.416  -6.050  0.36
H  20.683  -8.233  -4.339  0.40
H  19.744  -7.018  -5.215  0.35
H  17.821  -8.700  -5.426  -0.03
H  18.186  -8.324  -3.781  -0.36
H  19.319  -10.175  -3.529  0.26
C  15.131  -7.528  1.856  -0.40
C  15.090  -8.782  2.707  -0.03
O  15.586  -8.446  4.010  -0.57
H  14.782  -6.688  2.455  0.46
H  14.452  -7.625  1.003  -0.09
H  16.112  -7.314  1.435  0.00
H  15.787  -9.537  2.321  0.12
H  14.079  -9.196  2.700  0.23
H  15.278  -9.123  4.622  0.31
C  15.815  -9.082  -2.300  -1.07
C  14.749  -9.548  -3.271  3.35
C  14.952  -11.007  -3.690  -1.14
O  14.094  -11.317  -4.766  -0.53
C  13.834  -12.698  -4.944  -0.41
N  13.416  -9.357  -2.674  0.95
H  15.647  -9.374  -1.256  0.00
H  15.910  -8.002  -2.152  -0.36
H  16.803  -9.431  -2.606  0.13
H  14.783  -8.939  -4.186  -0.85
H  14.738  -11.636  -2.816  -0.11
H  15.990  -11.154  -4.016  0.42
H  14.684  -13.261  -5.330  0.37
H  12.894  -12.852  -5.471  -0.05
H  13.573  -13.133  -3.966  0.23
H  12.699  -9.759  -3.272  -0.39
H  13.193  -8.368  -2.604  -0.87
C  12.368  -5.590  -0.672  -1.25
C  11.049  -5.303  -1.375  1.69
C  10.069  -6.473  -1.266  -1.21
O  10.598  -7.607  -1.927  0.05
C  10.054  -8.820  -1.442  -0.88
N  10.491  -4.065  -0.836  -0.81
H  12.293  -5.792  0.403  0.46
H  13.035  -4.727  -0.704  0.50
H  12.914  -6.415  -1.134  -0.28
H  11.260  -5.172  -2.440  -0.58
H  9.079  -6.203  -1.661  0.40
H  9.898  -6.691  -0.201  0.46
H  8.959  -8.780  -1.485  0.39
H  10.438  -9.106  -0.464  0.24
H  10.282  -9.599  -2.175  0.07
H  9.644  -3.859  -1.368  0.30
H  10.134  -4.229  0.105  0.30
C  11.532  -6.071  -6.837  -1.50
C  11.030  -6.143  -5.400  0.46
C  9.619  -6.697  -5.285  -0.12
O  8.736  -5.830  -5.975  -0.40
C  7.406  -6.273  -6.028  -0.72
N  11.970  -6.946  -4.596  1.85
H  12.505  -5.585  -6.906  0.21
H  10.778  -5.501  -7.380  0.49
H  11.697  -7.080  -7.222  0.13
H  11.025  -5.127  -4.992  0.34
H  9.325  -6.778  -4.231  0.22
H  9.540  -7.697  -5.736  0.14
H  7.334  -7.363  -6.070  0.29
H  6.899  -5.853  -6.898  0.28
H  6.852  -5.872  -5.170  0.24
H  11.562  -7.158  -3.679  -0.73
H  12.005  -7.892  -4.990  -0.64

Computed properties:
Maximum force (eV Å⁻¹): 1.75
Total energy (eV): -74155.4778
ΔE to the lowest compared entry with this formula, charge and spin (kJ/mol): 0.0
Spin multiplicity: 1
HOMO-LUMO gap (hartree): 0.348
HOMO level (eV): -9.259